Entry 1:
Computed, not measured: a cluster of 9 separate species, C75H167N8O in total at a distorted geometry, with ωB97M-V/def2-TZVPD.

## Properties
orbital gap: 4.40 eV
calculated total energy: -3468.30812 a.u.
E_LUMO: -10.119 eV
max |F|: 3.202 eV/Å

Structure (ORCA input):
```
! wB97M-V def2-TZVPD RIJCOSX def2/J DEFGRID3
* xyz 7 1
C -4.454 -10.963 -21.238
C -6.517 -9.077 -19.795
H -19.700 -20.510 -23.768
H -13.300 -7.203 -20.817
H -19.227 -3.284 -19.590
H -1.657 -14.113 -21.923
H -10.903 -1.076 -28.670
H -9.264 0.610 -19.487
H -13.351 -14.434 -23.072
H -9.421 -4.462 -29.970
N -10.419 -4.283 -28.106
C -4.963 -9.084 -19.520
H -17.003 -10.586 -27.742
H -19.020 -1.533 -26.016
H -10.473 -6.190 -29.066
H -2.274 -12.634 -24.538
H -13.416 -0.615 -17.056
C -18.347 -7.506 -27.834
H -11.115 -3.241 -30.742
H -18.959 -19.651 -25.994
H -20.999 -19.179 -27.533
H -19.134 -9.705 -26.814
H -9.124 -12.437 -24.260
H -12.302 -1.847 -29.364
H -8.746 -3.158 -28.944
C -19.984 -8.192 -29.588
H -8.994 -2.023 -17.959
H -6.712 -9.168 -20.864
H -11.926 -15.396 -21.390
H -19.745 -13.497 -22.079
C -16.162 -11.853 -12.282
N -15.410 -12.697 -13.345
C -8.273 -5.433 -27.230
H -15.008 -11.188 -28.797
C -2.601 -13.250 -23.700
C -18.139 -1.294 -24.144
H -12.661 -0.168 -20.754
H -10.623 -2.793 -19.119
H -10.288 -15.996 -25.617
C -9.656 -3.669 -29.260
H -5.966 -1.597 -16.956
H -5.683 -4.921 -24.932
H -19.691 -10.621 -28.227
C -14.334 -7.672 -22.682
H -21.251 -6.376 -21.094
C -20.754 -4.373 -22.069
H -6.502 -6.334 -26.701
H -11.445 -19.674 -21.106
H -13.956 -17.097 -14.224
H -18.564 -16.733 -23.772
H -14.242 -10.948 -13.274
H -19.603 -18.158 -27.808
H -10.272 -16.557 -23.218
H -7.061 -2.808 -17.424
H -11.441 -5.981 -27.548
H -17.385 -0.988 -26.037
H -19.183 -6.890 -27.501
C -19.807 -16.586 -25.553
C -9.888 -13.886 -25.659
H -21.358 -18.952 -22.925
C -14.985 -14.038 -12.760
H -4.013 -11.604 -23.519
C -12.589 -2.110 -18.401
C -21.697 -2.097 -21.406
H -11.591 -15.240 -26.103
H -17.090 -12.332 -11.971
C -14.540 -16.549 -13.485
H -5.481 -11.320 -21.324
H -5.111 -13.505 -20.917
H -6.746 -0.202 -18.570
C -9.426 -0.468 -19.467
H -12.207 -7.548 -22.214
C -4.122 -10.419 -19.833
H -8.842 -14.191 -25.710
H -11.122 -0.543 -21.569
H -7.682 -6.439 -25.470
H -20.811 -2.743 -19.130
H -14.292 -18.136 -11.981
N -18.888 -8.740 -28.615
H -21.189 -8.156 -26.974
H -2.086 -11.067 -22.096
C -19.557 -16.349 -24.007
H -13.015 -8.830 -21.364
H -22.022 -7.900 -29.233
H -14.377 -14.874 -14.735
C -11.505 -3.157 -27.780
H -20.615 -14.550 -24.155
H -13.253 -12.316 -13.355
H -13.382 -15.308 -24.726
C -19.202 -2.356 -21.969
C -10.531 -2.710 -29.991
H -18.673 0.236 -25.639
C -19.438 -1.702 -23.339
C -21.768 -18.284 -24.984
H -17.195 -12.566 -29.610
H -20.672 -20.970 -25.243
C -12.887 -0.666 -18.008
N -20.396 -18.039 -25.769
H -20.225 -16.886 -23.333
C -20.419 -20.191 -24.523
C -10.822 -15.085 -25.346
C -14.147 -17.065 -12.121
H -2.595 -14.314 -23.934
C -16.379 -12.116 -30.177
H -16.562 -7.911 -22.693
H -15.996 -14.383 -12.543
C -16.305 -12.799 -14.680
H -17.687 -6.942 -28.493
H -17.343 -8.484 -30.061
H -19.762 -8.616 -30.567
H -12.525 -3.522 -27.902
C -7.124 -1.217 -18.694
H -14.723 -16.615 -11.313
H -4.770 -13.189 -23.139
C -8.621 -1.055 -18.295
C -12.932 -14.562 -24.070
H -18.851 -14.291 -24.036
H -13.172 -15.027 -13.503
N -11.451 -14.956 -23.953
H -6.966 -1.326 -19.767
H -8.672 -6.442 -27.340
N -10.969 -0.646 -19.426
H -16.255 -10.808 -15.387
H -21.428 -4.253 -22.917
H -21.746 -9.811 -27.243
C -10.589 -13.848 -23.308
H -0.556 -13.050 -22.921
H -20.111 -0.847 -23.270
H -19.983 -7.102 -29.633
H -13.081 -17.003 -11.902
C -6.631 -4.617 -25.377
H -12.199 -2.523 -17.470
H -13.796 -12.662 -15.716
H -4.718 -8.810 -18.494
H -11.737 -2.352 -20.368
C -19.694 -14.880 -23.674
H -10.210 -13.359 -26.557
H -16.774 -11.764 -31.130
H -14.176 -8.433 -23.445
C -16.675 -10.014 -28.610
H -6.542 -3.739 -26.017
H -12.655 -19.028 -22.251
H -21.240 -17.395 -27.582
H -7.830 -5.240 -28.207
C -19.518 -19.189 -25.181
H -4.421 -10.220 -22.034
H -4.475 -8.253 -20.030
H -20.530 -15.078 -21.652
H -12.801 -13.654 -24.658
H -9.188 -0.953 -20.414
C -3.864 -12.587 -23.072
H -15.385 -10.313 -30.221
C -11.142 -5.542 -28.500
H -11.827 1.087 -18.376
C -4.053 -13.376 -20.688
C -11.578 -0.057 -20.706
H -15.384 -11.798 -11.521
H -10.597 -17.324 -20.673
C -11.672 -18.871 -21.808
H -15.861 -7.462 -21.141
C -11.335 -2.050 -28.902
C -11.593 -17.573 -21.037
H -12.178 -17.484 -20.122
C -19.728 -9.653 -27.726
C -7.214 -5.723 -26.145
H -3.613 -14.285 -21.100
H -11.973 -5.185 -29.108
H -13.102 -16.544 -21.979
C -1.555 -13.200 -22.510
H -10.993 -0.072 -17.300
H -18.811 -14.808 -21.629
H -17.823 -7.895 -26.961
C -21.338 -5.296 -20.977
H -1.772 -12.082 -20.626
N -3.643 -12.255 -21.600
H -21.419 -4.963 -18.817
H -7.354 -4.348 -24.607
H -16.400 -10.864 -12.675
H -18.739 -18.772 -24.543
H -10.937 -18.808 -22.611
C -15.774 -11.761 -15.608
C -11.606 0.035 -18.194
H -22.646 -18.560 -25.569
C -14.154 -11.897 -13.803
H -6.939 -8.174 -19.354
H -11.081 -13.306 -22.501
H -11.600 -2.983 -26.709
C -6.292 -2.154 -17.835
H -14.476 -13.839 -11.817
H -16.325 -13.834 -15.020
H -15.633 -12.903 -30.291
H -19.805 -5.392 -19.377
H -22.191 -2.115 -22.377
C -2.099 -12.069 -21.666
H -22.508 -19.854 -23.887
H -21.662 -9.663 -29.636
H -11.312 1.001 -20.709
C -9.487 -4.476 -26.879
H -22.199 -17.361 -24.597
N -20.473 -3.048 -21.331
H -3.755 -13.223 -19.651
C -10.055 -12.959 -24.480
H -3.059 -10.300 -19.620
H -18.894 -1.576 -21.272
H -13.639 -10.903 -15.667
H -17.496 -2.173 -24.187
C -14.234 -11.747 -15.318
C -21.327 -8.737 -29.168
C -11.398 -2.069 -19.371
C -14.248 -15.072 -13.671
H -18.916 -16.482 -26.173
H -17.495 -0.614 -23.587
H -22.412 -5.167 -21.112
H -15.960 -12.149 -16.610
C -11.331 -16.297 -23.232
H -20.602 -15.895 -25.833
C -13.139 -7.805 -21.711
H -9.828 -14.352 -22.712
H -17.358 -12.645 -14.446
C -21.097 -9.024 -27.626
H -15.615 -16.716 -13.554
H -8.686 -0.407 -17.421
H -5.461 -2.651 -18.336
H -11.765 -16.942 -23.997
H -4.363 -11.200 -19.111
C -15.678 -8.012 -22.064
H -10.754 -12.151 -24.699
H -18.530 -3.210 -22.054
C -20.726 -4.879 -19.654
C -21.524 -19.387 -23.911
H -18.235 -10.059 -30.039
H -16.066 -9.199 -28.220
C -17.727 -9.299 -29.446
C -12.032 -16.365 -21.876
H -20.000 -2.340 -24.022
H -19.834 -4.780 -22.488
H -10.036 -4.796 -25.993
H -9.996 -1.988 -30.608
H -15.601 -9.054 -21.753
O -14.391 -6.385 -23.240
H -9.207 -3.440 -26.689
C -19.720 -14.581 -22.186
H -21.241 -1.141 -21.148
H -13.486 -2.668 -18.671
H -7.138 -9.887 -19.412
C -20.567 -18.205 -27.302
H -13.606 -0.310 -18.745
H -22.356 -2.454 -20.615
C -20.288 -3.428 -19.798
C -18.350 -0.802 -25.564
C -15.842 -10.932 -29.450
*
```

Here are the Mulliken charges for atoms 1 to 4, given in e: -0.759, -1.114, 0.293, 0.283

---

Entry 2:
Computed, not measured: the molecule C7H8, with ωB97M-V/def2-TZVPD.

## Properties
SMILES: C#CCC=C=CC
orbital gap: 10.47 eV
calculated total energy: -271.39734 a.u.
E_LUMO: 1.042 eV
max |F|: 0.468 eV/Å

Structure (ORCA input):
```
! wB97M-V def2-TZVPD RIJCOSX def2/J DEFGRID3
* xyz 0 1
H -0.334 -2.108 -0.666
C 1.960 1.391 -0.353
H 4.075 0.637 -0.699
C -1.322 -2.214 -0.208
C 0.577 1.819 -0.102
H -1.237 -2.931 0.616
C -1.820 -0.875 0.285
C 3.081 0.993 -0.536
H 0.568 2.870 0.211
C -0.988 0.062 0.657
H 0.340 0.989 1.961
H -0.001 1.754 -1.031
C -0.062 0.934 0.951
H -2.005 -2.637 -0.951
H -2.894 -0.703 0.338
*
```

Here are the natural (NBO) charges for atoms 1 to 4, given in e: 0.222, -0.005, 0.236, -0.628

---

Entry 3:
Computed, not measured: a cluster of 7 separate species, C42H101O24P3 in total at a distorted geometry, with ωB97M-V/def2-TZVPD.

## Properties
SMILES: CCOP(=O)(OCC)OCC.CCOP(=O)(OCC)OCC.CCOP(=O)(OCC)OCC.COCCOCCOC.COCCOCCOC.COCCOCCOC.COCCOCCOC
orbital gap: 9.69 eV
calculated total energy: -4490.49656 a.u.
E_LUMO: 0.284 eV
max |F|: 5.400 eV/Å

Structure (ORCA input):
```
! wB97M-V def2-TZVPD RIJCOSX def2/J DEFGRID3
* xyz 0 1
H 2.525 5.071 -2.280
O 7.368 3.988 -7.709
O -4.237 -7.928 8.694
H -5.351 -2.878 -3.083
H 1.351 -5.483 8.888
C -6.179 -2.220 -5.163
C 0.459 -8.890 0.811
O 4.288 6.459 1.056
P -3.262 -1.171 -3.571
H -1.145 6.204 -3.220
H 7.772 6.094 0.159
H -3.919 3.606 -3.152
O -5.521 4.623 -0.467
H 2.764 6.098 -0.832
H -1.157 -3.689 -0.208
H -6.765 4.984 -2.198
H -3.785 -2.632 4.991
C -3.984 4.507 -2.542
O 3.526 2.211 -3.930
C 3.250 5.628 -1.687
H 4.108 3.597 -1.602
H 1.711 -4.143 6.416
H 3.676 6.390 -2.339
C -2.074 -7.210 7.871
H 4.989 1.526 0.327
H -1.476 -8.119 7.804
H 0.654 -2.836 6.708
H -0.262 -7.255 9.867
H -5.004 -4.917 2.677
C -1.817 0.851 0.921
O -3.161 -1.745 -2.050
C 1.073 -3.719 7.191
O -3.880 6.138 -5.038
H -0.040 -3.063 3.720
C 5.781 2.003 0.905
O -2.893 -6.546 3.663
O 2.031 0.352 0.051
H -5.424 -1.623 -5.675
P 0.885 0.638 0.940
H 6.276 1.263 1.535
C -1.616 -7.215 3.480
H -4.793 7.894 -5.473
H 1.233 -9.570 1.166
H -3.619 3.698 -0.464
H -3.901 1.120 0.521
C -1.070 -7.379 1.964
O 4.327 3.866 1.455
C -5.759 -2.066 -3.684
H -0.878 -1.520 3.419
H -4.721 2.820 -1.389
H -1.889 4.837 -4.107
C 7.767 5.119 0.645
O -1.933 -6.608 9.105
H -1.050 0.952 -2.672
C -2.210 -2.750 -1.850
O 0.942 -0.023 2.356
H -3.685 7.249 -3.426
C -3.596 -7.339 7.587
H -3.853 -9.753 7.752
C -1.312 0.704 -3.701
H -3.173 -0.337 -0.150
O 5.250 3.931 -5.514
O -2.694 0.365 -3.495
H 6.195 2.104 -7.710
P 5.096 5.193 0.867
C 0.451 -5.740 8.329
H -4.056 -6.396 7.291
H 6.456 5.617 -8.336
H -0.754 -6.389 1.634
O -0.613 0.401 0.328
O 0.891 2.210 1.283
H -4.056 -3.486 2.922
H 6.607 2.376 0.300
C 0.977 -1.464 2.503
H -0.594 3.266 -0.646
H -1.738 -8.248 3.807
H 10.051 4.839 0.862
C 1.302 3.248 0.364
C 0.463 3.237 -0.909
C 3.960 1.919 -5.265
H -2.462 -2.673 0.250
C 0.083 -1.982 3.648
C 5.148 2.886 1.984
O -4.585 -4.466 4.570
C -4.153 -4.525 3.235
H -2.972 -4.029 5.678
H 1.624 -3.368 8.064
C -2.083 5.741 -3.529
H -3.223 -9.681 9.361
H -1.401 1.771 -5.671
H -5.993 -3.292 -5.221
C -1.672 -2.772 -0.495
H -4.922 -9.743 9.100
H 4.833 1.274 -5.367
H 0.817 -8.069 0.189
O -4.837 -0.920 -3.609
H 4.368 0.846 -2.448
H 0.534 -1.930 1.623
H -2.130 2.579 -4.414
H -7.191 3.658 -1.166
H 4.839 4.625 -2.678
O 6.590 5.206 1.482
C 4.181 3.194 -6.081
O -2.677 5.111 -2.406
H 0.774 -6.605 7.750
H -4.330 -3.569 6.456
H 0.585 2.303 -1.458
H -0.315 2.479 -4.410
C 6.199 4.758 -7.716
O -2.740 -2.080 -4.588
H -1.860 -7.815 1.354
H -1.362 -2.732 -2.535
H -1.774 1.902 1.205
H 1.982 -1.885 2.518
H 4.865 5.700 -6.381
H -2.632 -5.318 1.882
C -4.452 3.849 -1.151
H -7.585 5.168 -0.621
H 4.273 2.479 2.491
C -3.026 0.732 -0.002
H 5.435 4.433 -8.424
H -5.749 6.828 -4.420
H -3.806 -7.955 6.713
C 4.455 4.629 -1.658
C 3.534 1.050 -3.119
H 1.215 4.244 0.799
C -4.010 -9.281 8.722
H 0.662 4.062 -1.594
O -0.029 -4.584 7.626
H 9.062 4.097 2.061
H -0.818 -6.840 4.122
H -2.404 7.557 -4.721
H -0.361 -9.490 0.418
C -0.560 -6.311 9.410
H -6.749 -1.956 -3.241
H 2.594 0.962 -2.574
O 5.436 4.885 -0.734
O -0.047 -8.420 2.056
C 7.143 2.606 -7.519
H 3.454 0.177 -3.767
H 2.354 3.188 0.087
C -2.984 6.833 -4.149
C -3.950 -3.613 5.436
H -2.760 1.189 -0.955
H 5.907 3.354 2.611
H -7.174 -1.779 -5.212
H 0.329 -1.458 4.571
H 3.206 1.305 -5.758
H -1.934 0.279 1.841
H -2.132 -4.675 3.394
H -2.632 -3.752 -1.926
H -0.615 -5.546 10.184
H 3.350 3.895 -5.994
C 9.124 4.975 1.418
C 5.719 5.032 -6.269
H 7.330 2.379 -6.470
H 7.847 2.076 -8.160
C -5.104 6.865 -5.298
H -1.754 -6.575 7.045
H -0.914 -2.018 -0.279
H 4.341 2.949 -7.130
H 9.233 5.793 2.130
H -0.745 -0.127 -4.119
H 6.413 5.690 -5.746
H -5.724 6.482 -6.109
C -1.253 1.961 -4.607
C -2.909 -5.286 2.936
C -6.778 4.666 -1.155
H -4.791 5.188 -2.811
H 7.667 4.381 -0.151
*
```

Here are the Mulliken charges for atoms 1 to 4, given in e: 0.134, -0.393, -0.407, 0.235

---

Entry 4:
Computed, not measured: the molecule C8H7NO3 at a distorted geometry, with ωB97M-V/def2-TZVPD.

## Properties
SMILES: O=C1Nc2ccccc2O[C@H]1O
orbital gap: 9.27 eV
calculated total energy: -589.49058 a.u.
E_LUMO: 0.620 eV
max |F|: 6.179 eV/Å

Structure (ORCA input):
```
! wB97M-V def2-TZVPD RIJCOSX def2/J DEFGRID3
* xyz 0 1
O -1.424 -3.029 -1.139
H -2.150 -1.228 -0.293
H 1.227 1.398 2.257
C 1.009 2.638 0.462
H -1.073 -3.741 -0.722
H 1.617 3.442 0.797
H 0.000 1.075 -2.534
C 0.244 0.302 0.693
C 0.754 1.558 1.221
C 0.564 2.529 -0.839
H 0.656 3.476 -1.354
C 0.118 1.346 -1.475
O 0.061 -3.188 1.028
O -0.545 -0.877 -1.386
H 0.460 -1.100 2.319
C -0.017 0.201 -0.695
C -0.265 -2.055 0.687
C -1.254 -1.815 -0.465
N 0.018 -0.931 1.436
*
```

Here are the natural (NBO) charges for atoms 1 to 4, given in e: -0.682, 0.186, 0.210, -0.242